Record 1
{"formula": "C6H7N2O2S", "method": "ωB97M-V/def2-TZVPD", "charge": -1, "homo_energy_ev": -2.6898, "orbital_gap_ev": 6.25, "species": ["C", "C", "C", "C", "C", "C", "N", "N", "O", "O", "S", "H", "H", "H", "H", "H", "H", "H"], "xyz": [[1.641, -0.011, -0.211], [0.927, 1.113, -0.057], [0.430, -1.582, -0.006], [-1.325, 0.096, -0.305], [1.641, 2.417, 0.266], [-1.869, -2.182, 0.074], [-0.507, 1.106, -0.149], [-0.838, -1.185, -0.113], [0.807, -2.679, 0.294], [-2.492, 0.311, -0.700], [3.241, -0.277, -0.255], [1.281, 2.869, 1.177], [1.356, 3.076, -0.538], [2.770, 2.205, 0.194], [-2.745, -1.769, -0.308], [-1.571, -3.123, -0.304], [-1.952, -2.434, 1.209], [-0.793, 2.047, -0.268]], "forces_ev_per_a": [[-3.5, -2.5, 0.6], [0.5, -0.9, 0.6], [4.2, 3.7, -0.2], [-1.8, 0.8, -1.6], [0.3, -1.2, -1.3], [0.9, -0.7, 3.3], [3.2, 1.3, 1.0], [-1.8, -0.6, 0.1], [-0.2, -0.3, -0.2], [0.4, -0.6, 0.8], [2.1, -0.7, -0.1], [0.2, 0.1, 0.6], [0.2, 0.9, -0.4], [-1.9, 0.4, 0.4], [-1.6, 0.2, -0.6], [0.3, -0.8, -1.0], [-0.2, 0.7, -1.7], [-1.3, 0.3, -0.4]]}

Record 2
{"formula": "C35H45BrFeN4P2", "method": "ωB97M-V/def2-TZVPD", "charge": 2, "multiplicity": 5, "homo_energy_ev": [-13.4000, -13.8589], "orbital_gap_ev": [6.95, 7.27], "species": ["C", "C", "C", "C", "N", "C", "C", "C", "C", "C", "C", "C", "C", "C", "Fe", "P", "H", "H", "H", "H", "H", "H", "H", "H", "C", "C", "H", "H", "H", "H", "H", "C", "C", "H", "H", "H", "H", "H", "C", "C", "H", "H", "H", "H", "H", "Br", "P", "C", "C", "H", "H", "H", "H", "H", "C", "C", "H", "H", "H", "H", "H", "C", "C", "H", "H", "H", "H", "H", "N", "C", "C", "C", "C", "C", "C", "C", "N", "C", "C", "N", "C", "H", "H", "H", "H", "H", "H", "H"], "xyz": [[-2.748, -1.203, 3.757], [-2.839, -1.441, 2.353], [-4.130, -1.593, 1.776], [-5.240, -1.626, 2.618], [-5.134, -1.403, 3.943], [-3.921, -1.232, 4.508], [-1.700, -1.664, 1.577], [-0.599, -1.770, 0.941], [0.409, -2.804, 0.698], [1.544, -2.437, -0.043], [2.177, -3.386, -0.864], [1.587, -4.655, -0.978], [0.740, -5.122, 0.048], [0.203, -4.174, 0.941], [0.438, -0.451, -0.804], [-1.223, 1.678, 0.226], [-4.252, -1.685, 0.683], [-1.774, -1.018, 4.241], [-6.234, -1.784, 2.199], [-3.888, -1.069, 5.585], [-0.456, -4.500, 1.757], [2.049, -1.466, 0.183], [0.484, -6.165, 0.114], [3.026, -3.070, -1.457], [-0.888, 3.403, -0.435], [-1.950, 4.495, -0.294], [-0.701, 3.236, -1.509], [0.067, 3.733, 0.002], [-1.584, 5.401, -0.797], [-2.895, 4.219, -0.777], [-2.154, 4.775, 0.747], [-3.079, 1.482, 0.024], [-4.005, 2.032, 1.107], [-3.216, 0.390, -0.024], [-3.355, 1.877, -0.969], [-5.045, 1.865, 0.794], [-3.864, 1.493, 2.054], [-3.897, 3.111, 1.280], [-0.961, 1.791, 2.076], [-1.303, 3.090, 2.793], [0.111, 1.594, 2.209], [-1.482, 0.931, 2.517], [-1.070, 2.963, 3.859], [-0.704, 3.931, 2.425], [-2.367, 3.353, 2.732], [1.933, -5.675, -2.588], [-0.816, -0.369, -2.945], [-2.002, 0.900, -3.471], [-2.009, 1.300, -4.946], [-1.834, 1.783, -2.832], [-2.986, 0.500, -3.188], [-2.706, 2.138, -5.072], [-1.025, 1.623, -5.310], [-2.368, 0.483, -5.589], [0.721, -0.321, -3.897], [0.802, -1.098, -5.203], [1.529, -0.654, -3.221], [0.879, 0.749, -4.083], [1.810, -0.957, -5.607], [0.647, -2.177, -5.082], [0.101, -0.726, -5.961], [-1.612, -1.984, -2.992], [-2.533, -2.279, -4.178], [-2.181, -2.085, -2.050], [-0.783, -2.706, -2.937], [-2.888, -3.312, -4.081], [-3.415, -1.625, -4.195], [-2.012, -2.198, -5.142], [9.012, -0.858, 4.984], [8.071, -0.447, 4.413], [6.918, -0.013, 3.670], [5.880, -0.919, 3.444], [4.806, -0.586, 2.611], [4.772, 0.688, 2.028], [5.760, 1.638, 2.298], [6.833, 1.283, 3.136], [3.701, 1.056, 1.190], [3.650, 2.151, 0.290], [2.508, 2.005, -0.434], [1.859, 0.819, -0.047], [2.579, 0.338, 1.000], [5.914, -1.886, 3.923], [4.006, -1.316, 2.430], [5.688, 2.664, 1.895], [7.598, 2.016, 3.365], [4.469, 2.859, 0.211], [2.132, 2.648, -1.214], [2.413, -0.581, 1.562]], "forces_ev_per_a": [[0.3, -0.3, -0.5], [-1.7, 0.2, 0.8], [0.4, -0.2, 0.0], [0.7, 0.7, 0.5], [0.4, -0.5, -0.2], [-0.4, 0.3, -0.9], [3.7, 0.3, -2.0], [-2.6, -0.5, 2.8], [0.1, -0.1, -0.2], [0.6, -0.5, -0.3], [-0.7, 0.2, 0.1], [0.4, -0.1, -0.2], [0.5, 1.3, -0.2], [-0.4, -0.3, -0.4], [-1.9, 1.4, 0.3], [-0.5, 0.5, 0.2], [0.1, -0.2, 0.7], [-0.6, -0.3, -0.3], [0.2, 0.1, 0.3], [-0.1, 0.0, -0.2], [0.0, 0.2, -0.6], [-0.5, -1.2, -0.9], [-0.1, -0.1, 0.0], [0.0, -0.3, -0.1], [0.1, -0.5, 0.0], [0.0, 0.3, 0.0], [0.1, 0.1, 0.2], [-0.2, -0.1, -0.1], [-0.1, -0.2, 0.1], [0.2, 0.0, 0.1], [0.1, -0.2, -0.3], [0.5, -0.3, -0.1], [-0.3, 0.1, 0.0], [-0.1, 0.2, -0.1], [0.2, -0.1, 0.3], [0.2, 0.0, 0.1], [0.0, 0.2, -0.2], [0.0, -0.4, -0.1], [0.2, -0.2, -0.6], [-0.2, 0.1, 0.4], [-0.1, -0.1, 0.0], [0.0, 0.2, -0.1], [0.0, 0.1, -0.2], [-0.2, -0.2, 0.1], [0.4, -0.1, 0.0], [-0.1, 0.4, 1.2], [0.6, -0.2, 1.6], [-0.1, 0.3, 0.2], [-0.2, 0.0, -0.3], [0.0, -0.3, -0.3], [0.2, 0.1, 0.0], [0.2, -0.2, 0.0], [-0.2, -0.1, 0.1], [0.2, 0.2, 0.2], [0.1, 0.0, -0.6], [0.3, 0.0, -0.5], [-0.2, 0.1, -0.2], [0.2, -0.1, 0.0], [-0.2, -0.1, -0.1], [0.0, 0.2, 0.1], [0.1, -0.1, 0.3], [-0.3, -0.4, -0.3], [0.0, -0.4, -0.1], [0.2, 0.1, -0.3], [-0.2, 0.0, 0.0], [0.0, 0.2, -0.1], [0.3, -0.1, 0.0], [-0.1, 0.0, 0.3], [-2.5, 1.1, -1.5], [2.3, -1.0, 1.5], [-0.3, 0.4, -0.3], [-0.5, 0.2, -0.4], [0.3, 0.2, 0.2], [0.8, 0.1, 0.9], [0.4, -0.1, 0.5], [-0.5, -0.1, -0.5], [-1.3, 0.9, -1.3], [0.1, -0.9, 0.5], [0.1, -1.0, 0.3], [1.2, 0.1, 1.5], [0.5, 0.8, -1.2], [0.0, -0.1, -0.1], [0.6, 0.3, 0.2], [0.1, -0.8, 0.4], [0.0, -0.1, -0.1], [-0.4, -0.2, 0.0], [0.0, -0.2, 0.0], [-0.2, 0.7, -0.1]]}

Record 3
{"formula": "C14H23Br2N4O7P2Ru", "method": "ωB97M-V/def2-TZVPD", "charge": -2, "multiplicity": 6, "homo_energy_ev": [-0.2130, -0.4139], "orbital_gap_ev": [4.75, 4.94], "species": ["Ru", "N", "C", "C", "P", "O", "O", "O", "P", "O", "O", "O", "H", "H", "H", "H", "H", "H", "H", "H", "Br", "C", "Br", "H", "H", "O", "N", "C", "C", "N", "C", "H", "H", "H", "H", "C", "C", "C", "C", "C", "C", "C", "C", "N", "H", "H", "H", "H", "H", "H", "H", "H", "H"], "xyz": [[-1.192, -0.079, 0.169], [-0.707, 2.044, -3.690], [-0.628, 2.947, -2.460], [-0.294, 4.365, -2.886], [0.794, 2.072, -1.634], [0.834, 2.685, -0.173], [1.973, 2.415, -2.482], [0.330, 0.635, -1.627], [-2.343, 2.837, -1.748], [-3.060, 3.065, -3.277], [-2.644, 4.033, -0.939], [-2.648, 1.426, -1.391], [0.136, 2.168, -4.252], [-1.582, 2.234, -4.188], [-0.700, 1.086, -3.296], [0.660, 4.388, -3.419], [-0.201, 4.968, -1.983], [-1.093, 4.799, -3.491], [0.979, 1.997, 0.501], [-4.011, 2.971, -3.161], [-4.088, -1.767, -0.886], [-4.067, -2.260, 1.457], [-2.553, -1.542, 2.535], [-4.027, -3.343, 1.560], [-4.967, -1.818, 1.873], [-1.371, 1.359, 1.096], [-0.412, -4.189, -1.050], [0.254, -3.617, -2.115], [0.112, -2.274, -1.955], [-0.623, -2.026, -0.822], [-0.924, -3.188, -0.303], [-0.501, -5.167, -0.852], [0.769, -4.205, -2.854], [0.510, -1.456, -2.528], [-1.494, -3.331, 0.600], [0.314, 0.768, 3.877], [1.496, -0.086, 3.527], [2.525, -0.327, 4.412], [3.633, -1.117, 4.091], [3.679, -1.676, 2.816], [2.681, -1.477, 1.884], [2.729, -2.069, 0.507], [1.542, -0.661, 2.207], [0.604, -0.437, 1.321], [0.405, 1.163, 4.892], [-0.621, 0.206, 3.800], [0.195, 1.597, 3.175], [2.459, 0.125, 5.400], [4.427, -1.286, 4.808], [4.528, -2.294, 2.529], [3.647, -2.645, 0.356], [2.668, -1.291, -0.261], [1.871, -2.726, 0.329]], "forces_ev_per_a": [[0.7, 0.5, 0.5], [0.0, 0.0, 0.0], [0.0, 0.0, -0.1], [0.0, 0.0, 0.0], [-0.1, -0.1, 0.0], [0.6, 0.1, 0.0], [0.0, 0.1, 0.0], [0.1, 0.0, -0.1], [-0.1, -0.1, 0.0], [0.0, 0.1, 0.1], [0.1, 0.1, 0.1], [0.1, -0.2, -0.1], [0.0, 0.0, 0.0], [0.0, 0.0, 0.0], [-0.1, 0.0, 0.0], [0.0, 0.0, 0.0], [0.0, 0.0, 0.0], [0.0, 0.0, 0.0], [-0.5, 0.0, 0.0], [0.0, -0.1, 0.0], [-0.2, -0.1, -0.8], [0.3, -0.1, 1.2], [-0.3, -0.2, -0.2], [-0.1, 0.0, -0.1], [-0.1, 0.0, -0.2], [0.0, 0.0, -0.1], [0.0, 0.0, 0.0], [0.0, 0.0, 0.0], [0.0, 0.0, 0.1], [-0.2, -0.1, -0.1], [0.0, 0.1, 0.0], [0.0, 0.0, 0.0], [0.0, 0.0, 0.0], [0.0, 0.0, 0.0], [0.0, 0.0, 0.0], [0.0, 0.0, 0.0], [0.0, 0.0, 0.0], [0.0, 0.0, 0.0], [0.0, 0.0, 0.0], [0.0, 0.0, 0.0], [0.0, 0.0, 0.0], [0.0, 0.0, 0.0], [0.0, -0.1, 0.0], [-0.2, 0.2, -0.1], [0.0, 0.0, 0.0], [0.0, 0.0, 0.0], [0.0, 0.0, 0.0], [0.0, 0.0, 0.0], [0.0, 0.0, 0.0], [0.0, 0.0, 0.0], [0.0, 0.0, 0.0], [0.0, 0.0, 0.0], [0.0, 0.0, 0.0]]}

Record 4
{"formula": "C23H23NO3S", "method": "ωB97M-V/def2-TZVPD", "charge": 0, "smiles": "CS(=O)(=O)c1ccccc1C(=O)NCCC(c1ccccc1)c1ccccc1", "homo_energy_ev": -8.7615, "orbital_gap_ev": 9.23, "species": ["C", "S", "O", "O", "C", "C", "C", "C", "C", "C", "C", "O", "N", "C", "C", "C", "C", "C", "C", "C", "C", "C", "C", "C", "C", "C", "C", "C", "H", "H", "H", "H", "H", "H", "H", "H", "H", "H", "H", "H", "H", "H", "H", "H", "H", "H", "H", "H", "H", "H", "H"], "xyz": [[-2.858, -2.878, -0.858], [-2.328, -1.852, 0.531], [-0.943, -1.486, 0.366], [-2.688, -2.517, 1.755], [-3.277, -0.330, 0.434], [-4.306, -0.116, 1.329], [-4.980, 1.094, 1.317], [-4.602, 2.082, 0.421], [-3.560, 1.865, -0.466], [-2.888, 0.648, -0.468], [-1.820, 0.366, -1.487], [-2.011, -0.412, -2.404], [-0.719, 1.121, -1.349], [0.429, 0.985, -2.218], [1.386, -0.138, -1.805], [1.796, -0.078, -0.322], [2.053, 1.345, 0.109], [1.252, 1.951, 1.069], [1.473, 3.265, 1.449], [2.502, 3.988, 0.873], [3.315, 3.389, -0.076], [3.093, 2.077, -0.453], [2.997, -0.946, -0.004], [3.698, -0.720, 1.178], [4.791, -1.494, 1.519], [5.206, -2.517, 0.685], [4.510, -2.762, -0.484], [3.415, -1.985, -0.825], [-3.911, -3.087, -0.722], [-2.277, -3.791, -0.829], [-2.669, -2.322, -1.769], [-4.547, -0.901, 2.028], [-5.791, 1.269, 2.008], [-5.119, 3.030, 0.415], [-3.269, 2.635, -1.166], [-0.569, 1.612, -0.479], [0.048, 0.773, -3.220], [0.949, 1.946, -2.227], [0.889, -1.091, -1.982], [2.266, -0.070, -2.447], [0.955, -0.475, 0.259], [0.462, 1.379, 1.540], [0.843, 3.722, 2.199], [2.676, 5.013, 1.167], [4.127, 3.947, -0.520], [3.736, 1.610, -1.185], [3.381, 0.074, 1.839], [5.320, -1.297, 2.441], [6.061, -3.123, 0.948], [4.818, -3.565, -1.138], [2.886, -2.208, -1.738]], "forces_ev_per_a": [[0.2, 0.6, 0.5], [-0.1, -0.4, 0.1], [-0.1, 0.0, -0.4], [-0.4, 0.0, 0.0], [0.3, -0.5, -0.1], [-0.1, -0.2, 0.1], [0.0, 0.0, 0.0], [0.0, 0.0, 0.1], [0.2, -0.2, 0.0], [-0.1, 0.1, -0.1], [0.0, 0.6, 0.0], [0.0, -0.2, -0.2], [0.1, 0.2, 0.1], [0.1, -0.2, -0.3], [-0.3, 0.2, 0.2], [-0.1, 0.0, -0.1], [-0.1, 0.0, 0.1], [0.1, -0.1, 0.0], [0.0, 0.2, 0.1], [-0.1, 0.1, 0.1], [0.1, 0.0, -0.1], [0.0, 0.0, 0.0], [0.0, -0.1, 0.1], [0.0, -0.1, 0.0], [0.0, 0.0, 0.1], [0.1, -0.1, 0.0], [0.1, -0.1, 0.0], [-0.1, 0.0, 0.0], [-0.2, 0.0, 0.0], [0.2, -0.1, 0.2], [0.0, 0.0, -0.1], [-0.1, 0.0, 0.1], [-0.1, 0.0, 0.1], [0.0, 0.1, 0.0], [0.0, 0.1, -0.1], [-0.2, 0.0, -0.1], [0.1, 0.1, 0.1], [-0.1, -0.1, -0.1], [0.1, -0.1, -0.1], [0.0, -0.1, 0.0], [0.2, 0.2, -0.1], [-0.1, -0.1, 0.0], [0.0, 0.0, 0.1], [0.0, 0.1, 0.0], [0.1, 0.0, 0.0], [0.1, -0.1, -0.1], [0.0, 0.1, 0.0], [0.0, 0.0, 0.1], [0.1, 0.0, 0.0], [0.0, -0.1, 0.0], [-0.1, 0.0, -0.1]]}